{
  "formula": "C22H34Cl5N2O2RuSi",
  "method": "ωB97M-V/def2-TZVPD",
  "multiplicity": 1,
  "charge": 1,
  "largest_force_ev_per_a": 1.567,
  "homo_lumo_gap_ha": 0.251,
  "homo_energy_ev": -11.78,
  "energy_ha": -3803.6547,
  "elements": ["Ru", "C", "C", "N", "O", "C", "C", "N", "O", "H", "H", "H", "H", "H", "H", "H", "Cl", "C", "C", "C", "Cl", "C", "Cl", "C", "Cl", "C", "Cl", "C", "C", "C", "C", "Si", "C", "C", "C", "C", "C", "C", "C", "C", "H", "H", "H", "H", "H", "H", "H", "H", "H", "H", "H", "H", "H", "H", "H", "H", "H", "H", "H", "H", "H", "H", "H", "H", "H", "H", "H"],
  "coordinates": [[1.360, -0.442, -0.215], [2.357, -3.360, -3.050], [1.873, -2.612, -1.856], [1.717, -1.252, -1.881], [2.156, -0.576, -3.016], [1.531, -3.236, -0.689], [1.552, -4.694, -0.399], [1.092, -2.337, 0.255], [0.727, -2.773, 1.327], [2.218, -2.780, -3.958], [1.837, -4.311, -3.133], [3.421, -3.581, -2.932], [3.120, -0.602, -3.011], [2.308, -5.192, -0.997], [0.583, -5.156, -0.601], [1.768, -4.859, 0.656], [2.304, -1.503, 3.307], [2.955, -0.109, 2.542], [2.522, 0.258, 1.273], [3.062, 1.421, 0.731], [2.426, 1.786, -0.862], [3.981, 2.239, 1.359], [4.575, 3.650, 0.589], [4.385, 1.861, 2.646], [5.500, 2.829, 3.494], [3.861, 0.693, 3.238], [4.350, 0.272, 4.822], [-2.691, 2.028, -1.826], [-1.454, 1.111, -1.806], [-0.291, 1.884, -2.457], [-1.748, -0.094, -2.713], [-1.108, 0.585, -0.008], [-0.985, 2.055, 1.232], [-0.162, 1.747, 2.501], [-2.412, 2.390, 1.696], [-0.379, 3.337, 0.630], [-2.263, -0.807, 0.579], [-2.058, -1.090, 2.086], [-2.144, -2.146, -0.184], [-3.724, -0.340, 0.349], [-2.947, 2.213, -2.871], [-2.500, 2.995, -1.367], [-3.568, 1.596, -1.351], [-0.640, 2.297, -3.403], [0.547, 1.217, -2.689], [0.072, 2.720, -1.858], [-1.883, 0.274, -3.731], [-2.661, -0.626, -2.441], [-0.925, -0.810, -2.731], [-0.309, 0.752, 2.918], [-0.439, 2.468, 3.270], [0.899, 1.875, 2.311], [-2.846, 1.621, 2.330], [-3.095, 2.589, 0.877], [-2.342, 3.301, 2.294], [0.642, 3.200, 0.284], [-0.351, 4.090, 1.418], [-0.968, 3.754, -0.187], [-1.037, -1.418, 2.302], [-2.719, -1.898, 2.387], [-2.298, -0.234, 2.720], [-1.332, -2.748, 0.195], [-2.043, -2.039, -1.264], [-3.050, -2.720, -0.009], [-3.971, 0.620, 0.790], [-4.385, -1.075, 0.804], [-3.974, -0.309, -0.715]]
}


{
  "formula": "C35H37Cl3MoN6O9Se",
  "method": "ωB97M-V/def2-TZVPD",
  "multiplicity": 3,
  "charge": 2,
  "largest_force_ev_per_a": 2.576,
  "homo_lumo_gap_ha": [0.242, 0.219],
  "homo_energy_ev": [-14.17, -14.15],
  "relative_energy_kj_mol": 224.11,
  "energy_ha": -6211.0518,
  "elements": ["Mo", "C", "C", "C", "C", "C", "C", "C", "H", "H", "H", "H", "H", "H", "H", "H", "Cl", "C", "C", "C", "C", "N", "C", "H", "H", "H", "H", "Cl", "C", "Cl", "C", "O", "O", "H", "O", "N", "O", "C", "C", "C", "C", "O", "C", "C", "N", "O", "O", "N", "O", "O", "H", "H", "C", "C", "C", "C", "N", "C", "Se", "N", "C", "C", "C", "C", "C", "C", "C", "C", "C", "C", "H", "H", "H", "H", "H", "H", "H", "H", "H", "H", "H", "H", "H", "H", "H", "H", "H", "H", "H", "H", "H", "H"],
  "coordinates": [[-0.314, 0.391, 1.119], [-4.601, 3.420, 1.475], [-3.583, 2.651, 0.702], [-3.679, 1.267, 0.575], [-2.784, 0.555, -0.207], [-1.708, 1.208, -0.840], [-1.616, 2.613, -0.712], [-2.527, 3.307, 0.049], [-4.322, 3.436, 2.531], [-5.583, 2.955, 1.406], [-4.668, 4.449, 1.128], [-4.515, 0.755, 1.036], [-2.971, -0.492, -0.423], [-1.202, 0.731, -1.672], [-0.856, 3.148, -1.264], [-2.460, 4.387, 0.110], [0.723, 0.466, 6.620], [1.377, 0.197, 5.086], [2.777, 0.294, 4.857], [3.253, 0.074, 3.619], [2.351, -0.278, 2.483], [0.936, -0.315, 2.788], [0.520, -0.084, 4.012], [3.435, 0.546, 5.678], [4.308, 0.135, 3.385], [2.660, -1.227, 2.033], [-0.554, -0.101, 4.161], [-1.831, -2.783, 4.401], [-2.985, -1.833, 3.417], [-3.234, -0.224, 4.110], [-2.330, -1.764, 2.039], [-2.486, -2.592, 1.193], [-1.527, -0.705, 1.852], [-3.924, -2.371, 3.399], [4.420, 5.004, 3.351], [3.328, 5.320, 3.779], [3.076, 6.259, 4.496], [2.193, 4.463, 3.379], [0.939, 4.700, 3.907], [-0.126, 3.882, 3.572], [0.053, 2.822, 2.662], [-0.846, 1.968, 2.243], [1.357, 2.647, 2.150], [2.434, 3.422, 2.497], [1.383, 1.475, 1.326], [0.834, 1.571, 0.114], [2.524, 0.689, 1.380], [-1.421, 4.119, 4.216], [-1.570, 5.174, 4.787], [-2.233, 3.210, 4.174], [0.786, 5.515, 4.602], [3.430, 3.247, 2.113], [-0.602, -5.307, -0.888], [-0.596, -4.922, -2.365], [-1.800, -4.087, -2.795], [-1.865, -2.679, -2.192], [-0.802, -1.806, -2.694], [0.258, -1.325, -2.027], [0.594, -1.587, -0.175], [1.025, -0.599, -2.853], [2.289, 0.068, -2.545], [3.513, -0.578, -3.205], [4.036, -1.859, -2.547], [3.183, -3.105, -2.798], [0.428, -0.583, -4.107], [0.783, 0.053, -5.291], [-0.069, -0.113, -6.364], [-1.238, -0.881, -6.263], [-1.590, -1.513, -5.088], [-0.732, -1.351, -4.005], [0.215, -5.995, -0.672], [-1.540, -5.794, -0.618], [-0.482, -4.442, -0.235], [-0.609, -5.838, -2.957], [0.332, -4.401, -2.623], [-2.715, -4.605, -2.497], [-1.813, -4.008, -3.884], [-1.804, -2.723, -1.106], [-2.815, -2.218, -2.469], [2.407, 0.088, -1.464], [2.195, 1.098, -2.893], [4.307, 0.171, -3.183], [3.295, -0.781, -4.256], [4.147, -1.695, -1.471], [5.035, -2.038, -2.947], [2.329, -3.151, -2.123], [3.768, -4.010, -2.634], [2.822, -3.128, -3.829], [1.680, 0.651, -5.378], [0.167, 0.365, -7.305], [-1.880, -0.976, -7.128], [-2.497, -2.098, -5.020]]
}